Density functional theory data (ωB97M-V/def2-TZVPD) for C5H7NO2 as an isolated structure.

Summary:
**ΔE to the lowest compared entry with this formula, charge and spin**: 4.072 eV
**Strongest force on any atom**: 2.62 eV/Å
**HOMO**: -8.1 eV

ORCA input file:
```
! RIJCOSX wB97M-V def2-TZVPD def2/J DEFGRID3
* xyz 0 1
C 1.07013 -0.04992 1.56220
C -0.29574 -1.43052 -1.06409
C -1.11073 0.80639 -0.08562
C -0.37104 0.08706 -1.16829
C 0.91745 0.66565 0.24328
N -1.57792 1.84583 0.33094
O -0.35160 0.67891 -2.26441
O 1.73284 1.38460 -0.24100
H -2.55119 2.11716 0.21500
H 1.45712 -1.05370 1.37482
H 1.76327 0.50268 2.19729
H -0.96359 -1.85555 -1.81439
H -0.56522 -1.82343 -0.08179
H 0.72507 -1.73803 -1.29532
H 0.12115 -0.13711 2.09138
*
```

Which charges does natural (NBO) predict for the atoms? In e, they are: C -0.748; C -0.664; C 0.363; C 0.333; C 0.548; N -0.579; O -0.608; O -0.475; H 0.410; H 0.249; H 0.249; H 0.248; H 0.213; H 0.229; H 0.232


Density functional theory data (ωB97M-V/def2-TZVPD) for the molecule C5H7NO2.

Summary:
**ΔE to the lowest compared entry with this formula, charge and spin**: 2.325 eV
**Strongest force on any atom**: 2.24 eV/Å
**Structure (SMILES)**: O=C1[C@H]2NC[C@@H]1[C@@H]2O
**HOMO**: -8.8 eV

ORCA input file:
```
! RIJCOSX wB97M-V def2-TZVPD def2/J DEFGRID3
* xyz 0 1
O 0.30024 0.96919 -2.24516
C 0.24628 0.52127 -1.13440
C 0.05078 0.99354 0.29815
N -1.33813 0.41761 0.31858
C -1.14345 -0.98122 -0.17273
C 0.34457 -0.87443 -0.52174
C 0.95501 -0.11535 0.76150
O 0.61362 -0.59828 2.08137
H 0.18560 2.01037 0.67705
H -1.80490 0.54404 1.20335
H -1.32557 -1.69564 0.65144
H -1.86151 -1.22708 -0.98408
H 0.97293 -1.66020 -0.94944
H 1.97930 0.16787 0.68790
H 1.19108 -1.29272 2.40939
*
```

Which charges does natural (NBO) predict for the atoms? In e, they are: O -0.498; C 0.618; C -0.183; N -0.621; C -0.226; C -0.361; C 0.082; O -0.730; H 0.224; H 0.384; H 0.200; H 0.211; H 0.235; H 0.184; H 0.481


Density functional theory data (ωB97M-V/def2-TZVPD) for the molecule C5H7NO2.

Summary:
**ΔE to the lowest compared entry with this formula, charge and spin**: 1.604 eV
**Strongest force on any atom**: 0.91 eV/Å
**Structure (SMILES)**: [H]/N=C(\C)C(=O)OC=C
**HOMO**: -9.1 eV

ORCA input file:
```
! RIJCOSX wB97M-V def2-TZVPD def2/J DEFGRID3
* xyz 0 1
H -1.88064 0.14922 -1.18556
N -1.13188 -0.09909 -0.54235
C -0.20206 0.74392 -0.45955
C -0.08881 2.03888 -1.20287
C 0.96107 0.52223 0.49500
O 1.90285 1.27249 0.47170
O 0.91763 -0.40822 1.45061
C 0.17912 -1.55646 1.54728
C -0.06046 -2.43123 0.59026
H -0.90667 2.15787 -1.90821
H -0.09097 2.86528 -0.49361
H 0.86284 2.07484 -1.72439
H -0.11737 -1.71564 2.57702
H 0.25765 -2.28161 -0.42909
H -0.60232 -3.33247 0.81375
*
```

Which charges does natural (NBO) predict for the atoms? In e, they are: H 0.346; N -0.578; C 0.204; C -0.678; C 0.732; O -0.541; O -0.493; C 0.131; C -0.435; H 0.213; H 0.241; H 0.248; H 0.190; H 0.207; H 0.213